1.
{"formula": "C5H16NOSi", "method": "ωB97M-V/def2-TZVPD", "s2": 2.007, "multiplicity": 3, "lumo_energy_ha": [-0.131, -0.168], "fmax_ev_per_a": 6.973, "e_above_lowest_kcal_mol": 20.8, "total_charge": 1, "gap_ev": [6.812, 9.575], "total_energy_ev": -16845.613, "symbols": ["C", "C", "C", "C", "C", "N", "O", "Si", "H", "H", "H", "H", "H", "H", "H", "H", "H", "H", "H", "H", "H", "H", "H", "H"], "coordinates": [[0.11068, -2.26319, -0.42521], [0.50379, 0.16581, -1.13294], [-2.88175, -1.95571, 1.37959], [-0.51693, -0.92954, -0.47137], [-0.99255, -0.62253, 0.92053], [-0.09955, 0.19281, 1.81674], [-1.97513, -1.11074, 1.60897], [2.05473, 3.50046, -1.17659], [0.50946, -2.48923, -1.31894], [0.86923, -2.34649, 0.45928], [-0.69499, -2.89213, -0.25318], [0.58329, 0.01921, -2.14787], [1.53646, 0.07380, -0.88623], [0.06098, 1.20931, -0.94152], [-2.96435, -2.29368, 0.38249], [-3.57551, -2.14271, 2.25228], [0.68738, 2.92864, -1.50421], [-1.31412, -0.91557, -1.23353], [-0.38582, 1.13002, 2.09602], [0.12040, -0.42237, 2.56784], [0.69019, 0.43385, 1.34311], [2.53364, 4.68940, -2.05911], [3.14022, 2.64006, -1.65330], [2.00026, 3.40051, 0.37715]], "forces_ev_per_a": [[0.96, 0.43, 3.85], [-2.77, 0.89, 3.24], [-4.90, -4.24, -0.11], [1.22, 2.55, -1.08], [1.49, 2.25, -2.42], [-2.95, -0.98, -0.27], [3.40, 4.43, 4.18], [0.06, 0.16, -0.21], [1.83, -1.01, -3.02], [-1.14, -0.02, -1.76], [-1.12, -1.99, 0.58], [-0.62, -0.40, -2.50], [0.82, 0.04, 1.22], [0.99, -1.56, -0.38], [-0.62, -0.62, -0.72], [0.92, 0.11, -1.55], [0.73, 0.64, -0.26], [-0.26, -0.14, 0.76], [-1.14, -0.08, 0.67], [0.41, -0.14, 1.50], [3.39, 0.18, -2.11], [-0.96, -0.36, 1.29], [-0.06, -0.76, 0.22], [0.30, 0.61, -1.11]]}


2.
{"formula": "C3H3N3O", "method": "ωB97M-V/def2-TZVPD", "lumo_energy_ha": 0.023, "fmax_ev_per_a": 1.893, "e_above_lowest_kcal_mol": 34.3, "gap_ev": 10.395, "total_energy_ev": -9675.968, "symbols": ["N", "C", "N", "N", "O", "C", "C", "H", "H", "H"], "coordinates": [[2.05810, -0.55073, -0.00587], [0.81448, -0.59695, -0.06764], [-0.23724, 2.72746, -0.13308], [-1.01443, 2.51193, 0.61777], [-0.07431, -0.03292, -1.04629], [-1.08794, -0.60637, -0.26946], [-0.33098, -1.16076, 0.67980], [2.45328, -0.02732, -0.78756], [-2.12753, -0.50244, -0.55274], [-0.45341, -1.76189, 1.56507]], "forces_ev_per_a": [[-0.48, 0.04, -0.10], [0.64, -0.10, 0.16], [-1.32, -0.28, 1.33], [1.32, 0.39, -1.27], [0.01, -0.04, -0.11], [-0.18, -0.11, 0.08], [-0.09, 0.01, -0.04], [-0.05, -0.01, 0.03], [0.16, -0.02, 0.05], [-0.01, 0.12, -0.12]]}


3.
{"formula": "C32H38BCl2IN9O4Zr", "method": "ωB97M-V/def2-TZVPD", "lumo_energy_ha": -0.104, "fmax_ev_per_a": 0.712, "e_above_lowest_kcal_mol": 0.0, "total_charge": 1, "gap_ev": 7.740, "total_energy_ev": -90508.683, "symbols": ["Zr", "O", "C", "C", "C", "C", "C", "C", "C", "O", "N", "N", "C", "C", "C", "C", "C", "C", "C", "O", "H", "H", "H", "H", "H", "H", "H", "H", "H", "H", "C", "C", "C", "C", "C", "N", "N", "B", "N", "N", "C", "C", "C", "C", "C", "N", "N", "C", "C", "C", "C", "C", "H", "H", "H", "H", "H", "H", "H", "H", "H", "H", "H", "H", "H", "H", "H", "H", "H", "H", "H", "H", "H", "H", "N", "C", "O", "C", "I", "H", "H", "H", "H", "Cl", "C", "Cl", "H", "H"], "coordinates": [[0.15512, 0.43720, -0.02247], [-3.46780, -1.48783, -1.70672], [-4.13564, -1.50722, -0.53205], [-5.24297, -2.35177, -0.46921], [-5.97705, -2.44823, 0.69328], [-5.62745, -1.70809, 1.82509], [-4.53888, -0.86855, 1.76236], [-3.77486, -0.74991, 0.59392], [-2.61723, 0.15252, 0.57531], [-1.89365, 0.25000, -0.52932], [-2.30644, 0.83219, 1.64573], [-1.14177, 1.58223, 1.38964], [-1.05554, 2.74169, 1.92518], [0.03937, 3.65867, 1.68109], [0.05531, 4.88825, 2.35734], [1.00887, 5.83980, 2.07568], [1.94449, 5.58480, 1.06744], [1.95016, 4.38188, 0.38923], [1.01779, 3.39873, 0.71316], [1.03848, 2.23662, 0.06824], [-2.75265, -0.82710, -1.63712], [-5.50653, -2.91711, -1.35252], [-6.83948, -3.10175, 0.72331], [-6.20996, -1.78266, 2.73201], [-4.25261, -0.27705, 2.62167], [-1.88191, 3.06063, 2.56065], [-0.71186, 5.08513, 3.09735], [1.01705, 6.78158, 2.60494], [2.66943, 6.34482, 0.80499], [2.66187, 4.17749, -0.39995], [-1.01733, -2.38406, 2.52103], [-0.91039, -2.63041, 1.05497], [-1.44467, -3.70199, 0.35416], [-1.07787, -3.51402, -0.96519], [-1.39881, -4.36492, -2.14680], [-0.36227, -2.38085, -1.03834], [-0.24666, -1.82452, 0.21817], [0.38841, -1.79027, -2.27628], [1.82958, -1.43962, -1.83688], [2.05176, -0.51760, -0.85128], [3.36497, -0.30777, -0.78845], [3.98510, 0.65866, 0.16712], [4.00603, -1.10952, -1.72898], [3.00210, -1.81128, -2.37471], [3.10449, -2.82722, -3.46267], [-0.28043, -0.45882, -2.79094], [0.06427, 0.75198, -2.23390], [-0.57351, 1.70116, -2.93186], [-0.46114, 3.14965, -2.59871], [-1.30770, 1.11047, -3.94974], [-1.10219, -0.25663, -3.83027], [-1.65973, -1.37125, -4.64882], [-1.67703, -3.12744, 2.96447], [-0.04435, -2.47357, 3.00719], [-1.43256, -1.39903, 2.73881], [-2.03179, -4.51075, 0.75534], [-1.91027, -5.26422, -1.80949], [-2.05731, -3.84004, -2.83865], [-0.50332, -4.65977, -2.69161], [0.39004, -2.59437, -3.15663], [3.33774, 1.51824, 0.35386], [4.18968, 0.18567, 1.13066], [4.93465, 1.00948, -0.23383], [5.06442, -1.17409, -1.91606], [4.15262, -3.01349, -3.68616], [2.64162, -3.76835, -3.16733], [2.61434, -2.48689, -4.37481], [0.50625, 3.38009, -2.15690], [-0.58824, 3.74622, -3.50020], [-1.23772, 3.44858, -1.89074], [-1.91165, 1.60714, -4.69033], [-2.15919, -0.96532, -5.52596], [-0.87912, -2.05581, -4.97686], [-2.39400, -1.93813, -4.07542], [0.38272, 0.37897, 4.02421], [1.32379, -0.04369, 3.19123], [1.18643, 0.00511, 1.95976], [2.61204, -0.58386, 3.74632], [2.32703, -2.16169, 5.13477], [-0.49340, 0.72550, 3.65934], [0.49473, 0.26057, 5.01836], [3.15992, 0.19338, 4.27185], [3.20323, -0.96930, 2.92542], [2.97790, 2.69683, 3.10512], [4.70441, 3.03121, 2.89608], [5.69628, 1.61516, 3.25129], [4.98018, 3.82816, 3.57535], [4.86227, 3.31134, 1.86168]], "forces_ev_per_a": [[0.65, 0.26, 0.13], [0.04, 0.12, -0.01], [-0.01, -0.08, -0.08], [-0.02, 0.00, 0.11], [-0.03, -0.01, 0.04], [0.03, 0.00, -0.11], [-0.02, -0.01, 0.07], [0.03, 0.07, -0.16], [-0.02, 0.04, 0.05], [-0.18, 0.03, 0.40], [0.17, 0.21, 0.11], [-0.43, -0.22, -0.11], [0.20, 0.23, 0.06], [-0.37, 0.02, 0.24], [-0.01, 0.04, 0.03], [0.01, -0.07, -0.07], [0.00, -0.03, -0.01], [0.05, 0.23, 0.06], [-0.05, -0.39, -0.40], [-0.05, 0.10, 0.07], [0.01, -0.03, 0.04], [0.00, 0.00, -0.01], [0.01, -0.01, 0.00], [0.00, -0.01, 0.01], [0.00, 0.01, -0.02], [0.03, 0.05, 0.02], [0.02, 0.00, 0.02], [-0.01, 0.02, -0.01], [0.01, 0.00, 0.02], [0.03, -0.01, 0.00], [0.00, 0.04, 0.06], [0.07, 0.10, 0.09], [-0.06, -0.14, -0.04], [-0.03, -0.02, -0.15], [-0.02, -0.03, 0.05], [0.17, 0.12, -0.01], [-0.15, -0.15, -0.32], [0.05, 0.08, 0.14], [-0.06, 0.09, 0.05], [-0.13, -0.12, -0.15], [0.05, 0.16, 0.11], [-0.06, -0.02, 0.09], [0.04, -0.12, -0.09], [0.00, -0.09, -0.05], [0.06, 0.05, 0.00], [0.39, -0.12, 0.19], [-0.35, -0.24, -0.16], [0.12, 0.01, 0.04], [0.02, 0.04, 0.05], [-0.11, -0.06, -0.15], [-0.05, -0.08, 0.00], [-0.02, 0.08, -0.05], [-0.01, 0.01, 0.00], [-0.01, 0.00, -0.01], [0.01, 0.00, -0.03], [0.02, -0.01, -0.01], [0.00, 0.00, -0.02], [-0.01, 0.03, 0.02], [0.02, 0.00, 0.02], [0.00, 0.05, 0.07], [0.00, -0.12, -0.07], [0.00, 0.00, -0.07], [0.03, 0.00, 0.01], [-0.01, -0.01, 0.00], [-0.01, -0.01, -0.01], [0.00, 0.00, 0.01], [0.00, 0.02, 0.00], [-0.01, -0.03, -0.02], [-0.02, 0.01, 0.01], [0.00, -0.01, 0.02], [0.03, 0.00, -0.01], [0.01, -0.01, 0.01], [0.01, 0.00, 0.00], [-0.01, 0.01, 0.02], [0.03, 0.07, 0.10], [0.00, -0.05, -0.16], [-0.15, -0.04, -0.39], [0.01, 0.06, 0.05], [-0.05, -0.13, 0.11], [0.04, -0.07, 0.02], [-0.05, 0.00, 0.00], [-0.01, 0.00, -0.04], [0.02, 0.01, -0.02], [0.03, 0.12, 0.21], [0.00, -0.03, -0.02], [0.06, -0.02, 0.05], [0.00, 0.00, 0.00], [0.01, 0.03, -0.02]]}